# 1
{"formula": "C9H11ClIrO3", "method": "ωB97M-V with the def2-TZVPD basis set", "symbols": ["Cl", "C", "C", "C", "H", "C", "C", "H", "H", "H", "C", "Ir", "C", "C", "O", "O", "H", "H", "H", "C", "O", "H", "H", "H", "H"], "coordinates": [[-2.2999, -0.7228, -0.0585], [0.9753, -1.3828, -1.8490], [1.7454, -0.1622, -1.7147], [0.8762, 0.9407, -2.0270], [2.7935, -0.1069, -1.4596], [-0.4166, 0.4193, -2.3799], [-0.3384, -1.0158, -2.2872], [-1.1523, -1.6942, -2.4844], [1.3402, -2.3870, -1.6886], [1.1290, 1.9939, -2.0307], [-1.5954, 1.2235, -2.7963], [0.1782, -0.2423, -0.0927], [1.4078, 0.6765, 1.0045], [-0.1195, -1.4461, 1.3508], [2.1648, 1.1907, 1.7128], [-0.3531, -2.1233, 2.2656], [-1.5965, 2.2061, -2.3124], [-2.5280, 0.7103, -2.5502], [-1.5702, 1.3845, -3.8793], [-1.5873, 1.7427, 1.8381], [-1.0266, 1.8505, 0.5088], [-0.7413, 1.7333, 2.5323], [-2.1752, 0.8208, 1.9572], [-2.2150, 2.6250, 1.9899], [-1.8007, 1.8343, -0.1013]], "forces_ev_per_a": [[-0.8125, -0.2384, -0.4105], [-0.1463, 0.4716, -1.2681], [-0.2734, 0.5564, -1.6414], [0.6074, -0.4032, -1.2757], [0.0360, 0.0596, 0.0178], [0.2226, 0.4932, -0.5699], [0.4257, -0.1706, -0.8407], [-0.0192, -0.1562, -0.1723], [-0.0223, -0.0645, 0.0545], [0.1047, -0.1179, 0.0785], [-0.0855, -0.1019, 0.2868], [-2.1968, -0.6345, 1.1781], [5.6229, 5.0064, 4.0176], [-1.9653, -5.7229, 6.2952], [-2.5709, -2.0347, -2.0116], [1.0409, 2.7465, -3.2748], [0.0872, -0.0441, -0.2216], [0.0674, 0.0459, -0.2056], [0.0011, 0.0271, 0.0277], [0.0778, 0.1749, 0.4577], [-0.7883, -0.4277, -1.0722], [-0.3027, 0.1077, -0.0345], [0.0773, 0.2902, 0.0210], [0.1242, -0.1845, 0.2281], [0.6883, 0.3217, 0.3359]], "total_charge": 2, "gap_ev": [7.3, 6.0], "e_homo_ev": [-14.884, -19.062], "s2": 8.77, "spin_multiplicity": 6}


# 2
{"formula": "C12H32Br6O10P2S2", "method": "ωB97M-V with the def2-TZVPD basis set", "symbols": ["C", "O", "P", "O", "O", "C", "O", "C", "H", "H", "H", "H", "H", "H", "H", "H", "H", "C", "O", "P", "O", "O", "C", "O", "C", "H", "H", "H", "H", "H", "H", "H", "H", "H", "C", "Br", "Br", "Br", "H", "C", "Br", "Br", "Br", "H", "C", "S", "O", "C", "H", "H", "H", "H", "H", "H", "C", "S", "O", "C", "H", "H", "H", "H", "H", "H"], "coordinates": [[10.4927, 13.8881, 15.5644], [9.6188, 15.0340, 15.4052], [10.0417, 16.4942, 15.2597], [10.6707, 16.9761, 14.0360], [8.6619, 17.3038, 15.5467], [8.4348, 18.5312, 14.8196], [10.8487, 16.7198, 16.6200], [10.2617, 17.0243, 17.8791], [10.8579, 13.7659, 16.6178], [11.3106, 13.9280, 14.8790], [9.9093, 12.9738, 15.2645], [7.3738, 18.7210, 14.8246], [8.6879, 18.2189, 13.8157], [9.1226, 19.3068, 15.1242], [9.7063, 17.8840, 17.7617], [11.0437, 17.0303, 18.6625], [9.5717, 16.1913, 18.1882], [9.8866, 13.3333, 8.2077], [10.4308, 12.6082, 9.3647], [10.8505, 13.3617, 10.6864], [11.4990, 12.4116, 11.5520], [11.6011, 14.6317, 10.1599], [11.8124, 15.7590, 11.1258], [9.4980, 13.9089, 11.2935], [8.6409, 13.0671, 12.0971], [10.7127, 13.9586, 7.8295], [9.0109, 13.9156, 8.5662], [9.5495, 12.5530, 7.6023], [12.5018, 16.4621, 10.5721], [12.4756, 15.3184, 11.8875], [10.8293, 16.0470, 11.4878], [8.2886, 12.1687, 11.5757], [7.8368, 13.7719, 12.3743], [9.1251, 12.6015, 12.9936], [10.8526, 8.9173, 18.5899], [9.3658, 7.6496, 18.7082], [12.5411, 8.0390, 18.5925], [10.6390, 10.3219, 19.9098], [10.7875, 9.3936, 17.5939], [12.2919, 6.5921, 14.8065], [13.9316, 5.8604, 15.3614], [10.6880, 5.8943, 15.6626], [12.2109, 6.5997, 12.8982], [12.3888, 7.6038, 15.1747], [6.0828, 13.3326, 15.6382], [6.2367, 11.9626, 14.5096], [7.5911, 11.4875, 14.4020], [5.5219, 10.7232, 15.6223], [6.4411, 13.1326, 16.6495], [5.0158, 13.5644, 15.6556], [6.6500, 14.1008, 15.1299], [5.6492, 9.7404, 15.2668], [4.4791, 10.8587, 15.7899], [6.0180, 10.9108, 16.5536], [10.4222, 9.9727, 13.5682], [11.6339, 10.8551, 14.4562], [11.8099, 9.9691, 15.7234], [13.1865, 10.6755, 13.5392], [9.4903, 10.0077, 14.1236], [10.7907, 8.9356, 13.3589], [10.3029, 10.5433, 12.6334], [13.2098, 11.3247, 12.6281], [13.4402, 9.6647, 13.2939], [13.9841, 10.9291, 14.2713]], "forces_ev_per_a": [[-0.8553, -1.1440, 0.5340], [-0.8258, -2.1080, -0.1850], [-0.7445, 2.5643, 1.5818], [0.6622, -0.4296, -0.1779], [0.4186, -0.7539, 0.5331], [0.5193, -1.7633, -1.0490], [1.0528, 0.2282, -0.6506], [0.3643, -3.1889, 0.6506], [-0.4327, 0.3798, -0.9264], [0.6395, 0.3072, -0.3784], [0.3210, 1.0980, 0.5075], [-0.1421, 0.4575, 0.5359], [0.0325, 0.7576, -0.6065], [-0.2658, 0.3818, 0.3122], [-1.0275, 2.0589, 0.2985], [-0.2698, 0.4650, -0.7202], [0.3996, 0.6828, -0.3418], [0.5947, 0.9018, 2.5396], [-0.0588, 0.3956, -0.7804], [-1.3053, -0.2188, -1.3497], [1.2876, -0.8863, 1.4822], [-0.1623, 0.8600, 0.5423], [1.8297, -1.3265, -1.0371], [-0.1179, 0.2216, 0.2215], [0.2091, -0.1379, 0.7793], [-0.7500, -0.2533, -0.2722], [0.6170, -0.0426, -0.4293], [-0.3028, -0.8623, -1.4358], [-1.5205, -0.3254, 0.5601], [-0.6536, 0.4034, 0.2484], [0.4223, 0.6004, 0.0477], [-0.1985, 0.5286, -0.4560], [0.1944, -0.8168, 0.0583], [-0.0603, 1.0993, -0.6657], [-0.6399, 0.3404, -0.9790], [0.3266, 0.3026, 0.1092], [0.1330, -0.0550, 0.2702], [0.2176, -0.2950, -0.1491], [-0.0137, -0.2191, 0.6211], [-0.4165, 0.6632, 0.4343], [0.6941, -0.8759, 0.4869], [0.5664, -0.0405, -0.3684], [-0.2619, -0.0418, -0.2689], [-0.5187, 0.3897, -0.2751], [-0.0182, -0.1439, -0.0727], [-3.1819, -0.6221, 0.1724], [3.1703, -0.3753, -0.2063], [-0.3033, 1.3901, 0.1985], [0.1803, -0.0221, -0.1666], [0.0899, 0.1962, -0.0167], [0.0601, 0.5514, 0.2691], [0.5798, -1.0311, -0.6175], [-0.9831, 0.3784, -0.0121], [0.4564, -0.3580, 0.5584], [0.3543, -0.6139, -1.7834], [0.9337, -0.8724, 2.4197], [0.0582, 0.9707, -1.2246], [0.4836, 0.7582, -0.1066], [0.0676, -0.0424, 0.1950], [-0.5009, 0.8926, 0.2430], [-0.0998, -0.4041, 0.0513], [-0.1692, -0.4777, 0.9407], [-0.4405, -0.8689, -0.3322], [-0.6955, 0.3918, -0.3619]], "gap_ev": 9.0, "e_homo_ev": -8.719}


# 3
{"formula": "C6H4Br2F2", "method": "ωB97M-V with the def2-TZVPD basis set", "symbols": ["C", "C", "C", "C", "C", "C", "F", "F", "Br", "Br", "H", "H", "H", "H"], "coordinates": [[0.6683, 1.2517, -0.5436], [0.9437, 1.2647, 0.8801], [0.1437, 0.2616, -1.2722], [0.4632, 0.4094, 1.7449], [-1.3548, -1.1033, 0.2205], [-0.2942, -1.0842, -0.8095], [0.5555, 0.2155, 3.0275], [-0.6569, -1.8275, -1.9178], [-2.7967, 0.0535, 0.0422], [1.2718, -2.1168, -0.0514], [0.9484, 2.1554, -1.0649], [1.5916, 2.0732, 1.2222], [0.0145, 0.4028, -2.3386], [-1.4981, -1.9560, 0.8606]], "forces_ev_per_a": [[-0.2832, -0.4642, -0.2745], [0.5325, 0.7539, 0.3383], [0.1744, 0.1881, -0.1409], [-1.2262, -1.1913, -0.4447], [0.4902, 0.5317, 0.5851], [0.6750, -0.2156, 0.1480], [0.2843, 0.3482, -0.1925], [-0.2058, 0.1670, 0.1014], [-0.0259, -0.1144, -0.0504], [-0.3705, 0.1439, -0.1966], [-0.0010, 0.0379, -0.0877], [-0.0440, -0.1070, 0.1759], [0.0285, -0.0029, 0.0152], [-0.0283, -0.0752, 0.0235]], "gap_ev": [8.5, 8.4], "e_homo_ev": [-9.322, -8.946]}


# 4
{"formula": "C5H7CrO3", "method": "ωB97M-V with the def2-TZVPD basis set", "symbols": ["O", "C", "C", "H", "H", "O", "O", "C", "C", "C", "H", "H", "H", "H", "H", "Cr"], "coordinates": [[-1.4993, 1.2469, 1.1830], [-2.6592, 1.3898, 1.2732], [-3.9371, 1.6008, 1.4453], [-4.4395, 2.3404, 0.8227], [-4.4654, 1.0487, 2.2236], [0.5715, 0.0806, -0.1026], [-0.8284, -0.3782, -1.8884], [1.7932, -0.8672, 0.2559], [3.0144, -0.0887, -0.0695], [-0.2178, -0.0031, -1.0007], [1.6213, -1.0720, 1.3166], [1.6245, -1.7481, -0.3694], [3.4471, -0.5843, -0.9513], [2.8011, 0.9489, -0.3515], [3.7416, -0.1170, 0.7501], [-0.5680, -3.7976, -4.5372]], "forces_ev_per_a": [[-0.1744, -0.2469, -0.5275], [-0.4461, 0.3926, 0.5351], [0.2346, -0.1324, -0.1528], [0.1231, -0.2227, 0.2263], [0.1526, 0.1709, -0.3001], [-1.2626, 1.1986, -0.3089], [-0.3524, 1.1093, 0.2376], [0.2248, -0.4879, 0.4636], [0.7590, -0.3637, -0.8565], [1.1600, -2.0067, 0.6000], [-0.2666, 0.2017, -0.3279], [-0.1095, 0.2038, 0.2199], [0.2501, 0.4551, 0.2712], [0.0700, -0.1888, 0.3213], [-0.2682, 0.1136, -0.1486], [-0.0944, -0.1965, -0.2527]], "total_charge": 2, "gap_ev": [5.2, 5.8], "e_homo_ev": [-14.418, -14.418], "s2": 8.75, "spin_multiplicity": 6}


# 5
{"formula": "C24H36BrNO10S", "method": "ωB97M-V with the def2-TZVPD basis set", "symbols": ["O", "C", "N", "C", "O", "C", "C", "S", "C", "C", "Br", "C", "C", "H", "H", "H", "H", "O", "C", "O", "C", "C", "C", "H", "H", "H", "H", "H", "H", "H", "H", "O", "C", "O", "C", "C", "C", "H", "H", "H", "H", "H", "H", "H", "H", "O", "C", "O", "C", "C", "C", "H", "H", "H", "H", "H", "H", "H", "H", "O", "C", "O", "C", "C", "C", "H", "H", "H", "H", "H", "H", "H", "H"], "coordinates": [[2.5258, 0.5137, -4.9962], [1.6405, -0.2730, -5.1201], [0.2749, -0.0621, -4.8345], [-0.3973, -1.3198, -4.8220], [-1.4578, -1.4982, -4.3131], [0.5353, -2.3203, -5.4294], [0.3315, -3.6413, -5.8091], [-1.2427, -4.4304, -5.7033], [1.4317, -4.3268, -6.3288], [2.6576, -3.6851, -6.4405], [4.1283, -4.6542, -7.1558], [2.8587, -2.3694, -6.0593], [1.7576, -1.6934, -5.5638], [-0.1961, 0.6644, -5.3557], [-1.5169, -4.4055, -4.3898], [1.3116, -5.3455, -6.6554], [3.8052, -1.8605, -6.1470], [-1.1397, -5.7872, -2.5387], [-1.0054, -5.0850, -1.5701], [-1.0282, -5.6441, -0.3510], [-0.7142, -4.8950, 0.8284], [-1.9098, -4.1368, 1.3601], [-0.8779, -3.5814, -1.6989], [0.1380, -4.2396, 0.6443], [-0.3895, -5.6341, 1.5588], [-2.2714, -3.3994, 0.6441], [-1.6405, -3.6143, 2.2777], [-2.7332, -4.8200, 1.5705], [-1.8738, -3.1530, -1.8053], [-0.3077, -3.3649, -2.6006], [-0.3719, -3.0982, -0.8662], [-0.7633, -0.3416, 1.8996], [0.0614, -0.0110, 1.0843], [0.7651, -0.9805, 0.4651], [1.6516, -0.7112, -0.6280], [3.0237, -0.2817, -0.1541], [0.3702, 1.4354, 0.8077], [1.2055, 0.0095, -1.3143], [1.7273, -1.6555, -1.1671], [2.9805, 0.6521, 0.4056], [3.6914, -0.1417, -1.0043], [3.4486, -1.0393, 0.5050], [1.0598, 1.7920, 1.5742], [-0.5487, 2.0054, 0.8748], [0.7914, 1.6274, -0.1728], [-0.3401, 3.8730, -0.8618], [-0.7640, 4.8049, -0.2320], [-0.6760, 4.7540, 1.1087], [-0.9968, 5.8523, 1.9682], [-2.4790, 5.9198, 2.2711], [-1.4473, 5.9757, -0.8973], [-0.6131, 6.7868, 1.5561], [-0.4409, 5.6608, 2.8842], [-3.0686, 6.0913, 1.3701], [-2.6857, 6.7264, 2.9747], [-2.8155, 4.9794, 2.7075], [-2.4845, 5.7071, -1.0922], [-0.9488, 6.1638, -1.8448], [-1.4186, 6.8967, -0.3204], [1.6497, 3.5257, 5.8114], [1.0553, 2.4873, 5.9264], [0.3791, 2.0069, 4.8703], [-0.2371, 0.7082, 4.8456], [-1.6154, 0.7296, 5.4706], [0.9962, 1.7526, 7.2465], [0.4148, -0.0379, 5.3043], [-0.3217, 0.4558, 3.7902], [-1.5803, 1.0000, 6.5273], [-2.0846, -0.2502, 5.3820], [-2.2431, 1.4642, 4.9659], [0.2179, 2.2035, 7.8603], [1.9539, 1.8774, 7.7458], [0.8069, 0.6860, 7.1565]], "forces_ev_per_a": [[0.3531, 0.6587, -0.1162], [-0.2616, -0.5625, -0.3334], [0.1133, -0.2738, -0.1891], [0.4321, -0.1208, -0.2355], [-0.7762, -0.0329, -0.0147], [-0.1900, 0.2429, 0.2587], [0.0608, 0.0886, 0.6796], [-0.3744, -0.4861, -0.6565], [-0.2788, 0.3172, -0.0073], [0.3638, -0.1489, -0.2191], [-0.1615, 0.0794, 0.0735], [-0.1585, 0.4002, 0.1962], [0.3079, -0.5954, -0.0206], [-0.0351, 0.4396, 0.5840], [0.4075, 0.1902, 0.0606], [0.0388, -0.1731, 0.0117], [0.1680, -0.1106, -0.0677], [-0.0403, -0.0120, 0.0405], [-0.1038, 0.2638, -0.0613], [0.1128, -0.1848, -0.0617], [0.0047, 0.1549, 0.2495], [-0.1194, 0.0126, -0.0752], [0.3974, -0.0293, 0.0991], [-0.0367, 0.0235, 0.0137], [-0.0179, -0.1083, -0.0948], [0.0679, 0.0713, 0.0356], [0.0020, 0.0354, -0.0124], [0.0525, -0.0497, 0.0321], [-0.0023, 0.0261, -0.0309], [-0.1415, -0.0556, -0.0790], [-0.1587, 0.0343, 0.0326], [0.0073, -0.2245, -0.1786], [0.0647, 0.2446, 0.1668], [-0.1646, -0.2597, -0.0815], [0.1942, 0.1056, -0.1282], [-0.0124, 0.0324, 0.1451], [-0.0990, -0.1881, -0.2485], [-0.0051, 0.0359, 0.0416], [-0.0640, -0.0530, 0.0547], [-0.0126, 0.0418, -0.0675], [-0.0138, -0.0087, -0.0188], [0.0074, -0.0407, -0.0467], [-0.0154, 0.0262, 0.0183], [-0.0158, 0.0108, 0.1651], [0.0940, 0.0294, 0.0410], [-0.0128, 0.1045, -0.1290], [-0.1509, -0.0266, -0.0438], [0.1795, -0.0883, 0.0690], [-0.1295, 0.1451, 0.1536], [-0.0621, -0.0781, -0.1289], [0.2889, 0.2516, 0.0412], [-0.0367, -0.0125, -0.0585], [0.0537, -0.0903, -0.0437], [0.0156, 0.0693, -0.0028], [0.0182, -0.0035, 0.0154], [0.0358, 0.0114, 0.0549], [-0.0171, -0.0106, 0.0032], [-0.0670, -0.1420, -0.0595], [-0.1093, -0.0553, 0.0596], [-0.0141, 0.0032, -0.0442], [-0.0924, 0.0605, 0.1799], [0.1168, -0.0015, -0.1997], [-0.1540, -0.1076, -0.0285], [0.0176, 0.1337, 0.1402], [0.2514, -0.2860, -0.0816], [0.0130, 0.0718, 0.0609], [0.0371, 0.1033, 0.1402], [0.0151, -0.0662, 0.0135], [0.0032, -0.0037, -0.0382], [-0.0029, -0.0471, -0.0635], [-0.0161, 0.0100, 0.0058], [-0.0412, 0.1650, 0.0261], [-0.1306, 0.0435, 0.0037]], "gap_ev": 8.5, "e_homo_ev": -9.117}


# 6
{"formula": "H2N2O3Si", "method": "ωB97M-V with the def2-TZVPD basis set", "symbols": ["N", "N", "O", "O", "O", "Si", "H", "H"], "coordinates": [[-0.0041, -1.8380, 0.1008], [-0.6313, 1.0556, 0.0585], [-0.2486, -2.4032, 1.0993], [-1.1402, 1.6165, -0.8509], [-1.0989, 0.9119, 1.1890], [0.7912, 0.0291, -0.3939], [0.7021, 0.0912, -1.8481], [1.6298, 0.5369, 0.6454]], "forces_ev_per_a": [[1.4131, 2.8952, -2.9706], [-0.0537, -2.0393, 2.1270], [-0.1548, -0.5049, 1.7940], [-1.5470, 2.0232, -1.8805], [0.3058, 0.5711, -0.4296], [-1.9165, -2.8059, 1.2733], [0.6619, -0.1878, -0.0280], [1.2911, 0.0483, 0.1145]], "gap_ev": [8.1, 9.8], "e_homo_ev": [-8.551, -10.989], "s2": 2.01, "spin_multiplicity": 3}